Below is a cluster of 16 separate species, C43H118O16 in total in a non-equilibrium geometry, with properties calculated with ωB97M-V with the def2-TZVPD basis set.

Output
highest occupied orbital energy	-9.47	eV
molar mass	891.40	Da
net charge	0
frontier orbital gap	9.57	eV
ΔE to the lowest compared entry with this formula, charge and spin	0.0	kJ/mol

Cartesian coordinates (Å):
C 0.49 -0.37 0.13
O -0.07 0.74 -0.52
H -0.06 -1.29 -0.07
H 1.53 -0.62 -0.04
H 0.39 -0.14 1.19
H 0.09 1.59 -0.11
C -1.35 7.76 1.21
C -2.39 8.01 0.07
C -2.05 7.18 -1.17
O -3.70 7.71 0.56
H -1.49 6.74 1.55
H -1.60 8.29 2.13
H -0.31 8.00 0.95
H -2.44 9.04 -0.29
H -2.95 7.11 -1.79
H -1.75 6.14 -1.04
H -1.29 7.77 -1.67
H -4.25 7.56 -0.21
C 0.85 2.25 -4.27
C -0.37 3.16 -4.37
C -0.53 4.11 -3.17
O -0.21 3.95 -5.53
H 0.98 1.94 -3.24
H 1.77 2.72 -4.62
H 0.68 1.39 -4.91
H -1.25 2.54 -4.51
H -1.37 4.79 -3.34
H 0.39 4.65 -2.96
H -0.81 3.57 -2.27
H -0.90 4.61 -5.53
C 6.92 0.10 0.25
C 6.78 -1.36 -0.01
C 5.37 -1.80 -0.29
O 7.64 -1.77 -1.02
H 6.93 0.63 -0.71
H 7.80 0.24 0.87
H 6.06 0.45 0.82
H 7.08 -1.91 0.88
H 4.71 -1.77 0.58
H 5.18 -2.76 -0.77
H 5.06 -1.16 -1.11
H 7.92 -2.69 -0.90
C 1.71 -3.04 -5.28
C 2.39 -1.89 -4.54
C 2.14 -1.93 -3.02
O 3.83 -2.01 -4.72
H 0.69 -3.30 -4.97
H 2.35 -3.88 -4.99
H 1.76 -2.87 -6.35
H 2.11 -0.90 -4.91
H 2.10 -2.90 -2.53
H 1.12 -1.58 -2.82
H 2.83 -1.24 -2.55
H 4.23 -1.25 -4.29
C -1.38 2.83 1.50
C -0.18 3.72 1.17
C 0.28 4.43 2.45
O 0.93 2.99 0.61
H -1.01 2.01 2.11
H -1.85 2.41 0.61
H -2.10 3.43 2.06
H -0.50 4.51 0.49
H 1.17 5.04 2.33
H 0.58 3.72 3.22
H -0.54 4.94 2.97
H 1.63 3.58 0.33
C 2.73 1.47 4.52
C 2.61 0.10 3.78
C 3.28 0.15 2.42
O 3.12 -0.94 4.65
H 2.37 2.30 3.90
H 3.80 1.69 4.61
H 2.32 1.45 5.52
H 1.56 -0.15 3.61
H 2.85 0.94 1.81
H 3.18 -0.85 2.00
H 4.34 0.30 2.59
H 4.06 -0.76 4.65
C -6.16 3.93 0.28
C -5.19 4.13 -0.91
C -4.55 2.80 -1.42
O -5.91 4.73 -1.97
H -6.56 4.87 0.65
H -5.60 3.47 1.09
H -6.95 3.21 0.06
H -4.39 4.80 -0.58
H -5.29 2.25 -1.99
H -3.97 2.17 -0.74
H -3.87 3.09 -2.22
H -6.72 4.21 -2.02
C 0.47 -6.20 -3.24
C -0.20 -5.19 -2.22
C -1.36 -4.50 -2.80
O -0.63 -5.91 -1.08
H 0.96 -5.77 -4.11
H -0.18 -6.94 -3.70
H 1.25 -6.77 -2.73
H 0.53 -4.42 -1.95
H -1.05 -3.88 -3.64
H -1.84 -3.81 -2.10
H -2.10 -5.22 -3.15
H -0.49 -5.35 -0.31
C 5.41 4.52 -1.08
C 3.87 4.22 -1.39
C 3.69 2.76 -1.79
O 3.06 4.55 -0.28
H 5.78 3.93 -0.25
H 5.69 5.54 -0.81
H 6.09 4.19 -1.86
H 3.55 4.86 -2.22
H 2.69 2.59 -2.19
H 4.01 2.00 -1.08
H 4.39 2.56 -2.61
H 3.15 5.50 -0.14
C 1.31 -4.59 2.80
C 1.19 -3.72 1.53
C 2.29 -4.08 0.51
O -0.03 -4.12 0.97
H 2.22 -4.31 3.32
H 1.49 -5.65 2.63
H 0.46 -4.38 3.45
H 1.23 -2.66 1.76
H 2.17 -3.73 -0.52
H 2.45 -5.16 0.42
H 3.28 -3.71 0.78
H -0.69 -3.47 1.22
C -4.34 -0.08 -4.47
C -3.54 -0.90 -3.43
C -2.10 -0.45 -3.33
O -4.16 -0.85 -2.18
H -4.28 0.99 -4.27
H -5.42 -0.26 -4.51
H -4.02 -0.35 -5.48
H -3.66 -1.95 -3.69
H -1.93 0.54 -2.93
H -1.61 -0.52 -4.30
H -1.49 -1.07 -2.67
H -5.11 -0.94 -2.18
C -3.95 -3.79 0.05
C -4.89 -4.31 -1.02
C -4.91 -5.88 -1.03
O -6.16 -3.89 -0.70
H -3.92 -2.70 0.04
H -2.89 -4.03 -0.01
H -4.13 -4.11 1.08
H -4.52 -3.96 -1.98
H -5.44 -6.36 -0.21
H -3.89 -6.27 -1.05
H -5.42 -6.14 -1.96
H -6.26 -4.18 0.21
C -2.44 -3.15 3.92
C -2.63 -1.97 3.03
C -2.34 -0.70 3.76
O -1.84 -2.06 1.92
H -2.96 -4.05 3.60
H -2.87 -3.00 4.91
H -1.40 -3.41 4.13
H -3.64 -1.86 2.64
H -2.90 -0.65 4.69
H -2.58 0.16 3.14
H -1.29 -0.62 4.04
H -2.16 -1.41 1.30
C 2.63 -2.23 7.98
C 1.97 -3.16 7.03
C 0.59 -2.80 6.39
O 2.81 -3.45 5.94
H 2.01 -1.99 8.85
H 2.82 -1.29 7.46
H 3.53 -2.74 8.31
H 1.87 -4.07 7.64
H 0.79 -2.13 5.55
H -0.02 -2.30 7.14
H 0.10 -3.66 5.93
H 2.74 -2.68 5.37
O -2.75 -0.21 0.09
H -3.15 -0.12 -0.78
H -1.83 0.03 -0.05

Atomic partial charges in e from the Löwdin method, atoms 1 to 4:
1 C -0.1511
2 O -0.1401
3 H 0.0774
4 H 0.0726